No. 1
The following is a DFT calculation (the ωB97M-V functional and the def2-TZVPD basis) of a 2-piece molecular cluster, C2H4IO4S overall at a distorted geometry.

Calculated values
HOMO = -3.5 eV
LUMO level = 0.0963 hartree
Orbital gap = 6.159 eV
Relative energy (zero: lowest compared OMol25 entry of this formula, charge and spin) = 18.7 kcal/mol
Electronic energy = -1075.5104 a.u.

The geometry in ORCA input format:
```
! RIJCOSX wB97M-V def2-TZVPD def2/J DEFGRID3
* xyz -1 1
I -0.24019 -6.36417 -0.05780
C -0.54184 -0.46225 -0.07406
C 0.74164 -0.01288 0.68711
O 0.68104 1.38502 0.69473
S -0.08923 1.97274 -0.58960
O 0.82346 2.66453 -1.47383
O -1.21085 2.76732 -0.05972
O -0.46976 0.50167 -1.14596
H -1.43755 -0.26767 0.51580
H -0.52380 -1.47261 -0.48266
H 1.67031 -0.39408 0.26243
H 0.59677 -0.31762 1.72356
*
```

No. 2
The following is a DFT calculation (the ωB97M-V functional and the def2-TZVPD basis) of C5H11ClF3InNdO3S as an isolated structure at a distorted geometry.

Calculated values
HOMO (alpha / beta) = -4.8 / -4.8 eV
LUMO level (alpha / beta) = 0.0813 / 0.0810 hartree
Orbital gap (alpha / beta) = 7.062 / 7.050 eV
Relative energy (zero: lowest compared OMol25 entry of this formula, charge and spin) = 19.4 kcal/mol
Electronic energy = -2332.3114 a.u.

The geometry in ORCA input format:
```
! RIJCOSX wB97M-V def2-TZVPD def2/J DEFGRID3
* xyz -1 4
In 0.66034 0.56653 -0.76007
Cl -0.94766 -1.41790 -0.84447
C 2.03643 -0.10392 0.81437
H 2.36806 0.79664 1.36533
H 2.85555 -0.48807 0.19410
H 1.70985 -0.88356 1.54904
Nd 0.32799 -1.61261 -3.16967
C 1.45881 -3.77596 -2.87767
C -1.70749 -1.77633 -4.46536
C 1.68536 0.58896 -3.01374
H -2.26983 -0.90582 -4.86832
H -0.93198 -1.92844 -5.29173
H -2.26116 -2.74102 -4.40443
H 2.50552 -3.86756 -2.53589
H 0.85012 -4.68996 -2.77279
H 1.55587 -3.64100 -3.99406
H 2.83110 0.58298 -2.95902
H 1.47951 1.51427 -3.65226
F -1.94976 2.70069 3.93807
C -2.06342 2.06179 2.74096
F -3.08371 1.16586 2.86334
F -2.47112 3.00371 1.82087
S -0.43687 1.16623 2.02332
O 0.69644 2.09679 2.03656
O -0.22078 -0.07539 2.73926
O -1.02878 0.99629 0.61937
*
```

Copy entry 2 word for word.
The following is a DFT calculation (the ωB97M-V functional and the def2-TZVPD basis) of C5H11ClF3InNdO3S as an isolated structure at a distorted geometry.

Calculated values
HOMO (alpha / beta) = -4.8 / -4.8 eV
LUMO level (alpha / beta) = 0.0813 / 0.0810 hartree
Orbital gap (alpha / beta) = 7.062 / 7.050 eV
Relative energy (zero: lowest compared OMol25 entry of this formula, charge and spin) = 19.4 kcal/mol
Electronic energy = -2332.3114 a.u.

The geometry in ORCA input format:
```
! RIJCOSX wB97M-V def2-TZVPD def2/J DEFGRID3
* xyz -1 4
In 0.66034 0.56653 -0.76007
Cl -0.94766 -1.41790 -0.84447
C 2.03643 -0.10392 0.81437
H 2.36806 0.79664 1.36533
H 2.85555 -0.48807 0.19410
H 1.70985 -0.88356 1.54904
Nd 0.32799 -1.61261 -3.16967
C 1.45881 -3.77596 -2.87767
C -1.70749 -1.77633 -4.46536
C 1.68536 0.58896 -3.01374
H -2.26983 -0.90582 -4.86832
H -0.93198 -1.92844 -5.29173
H -2.26116 -2.74102 -4.40443
H 2.50552 -3.86756 -2.53589
H 0.85012 -4.68996 -2.77279
H 1.55587 -3.64100 -3.99406
H 2.83110 0.58298 -2.95902
H 1.47951 1.51427 -3.65226
F -1.94976 2.70069 3.93807
C -2.06342 2.06179 2.74096
F -3.08371 1.16586 2.86334
F -2.47112 3.00371 1.82087
S -0.43687 1.16623 2.02332
O 0.69644 2.09679 2.03656
O -0.22078 -0.07539 2.73926
O -1.02878 0.99629 0.61937
*
```